No. 1
# C2H2O3S

A 2-piece molecular cluster, C2H2O3S overall in a non-equilibrium geometry (ωB97M-V/def2-TZVPD, the Open Molecules 2025 dataset).

LUMO (spin up / spin down): 0.57 / -4.79 eV
multiplicity: 3
ΔE to the lowest compared entry with this formula, charge and spin: 317.5 kJ/mol
energy: -701.03725 hartree
expectation value of S²: 2.01

CARTESIAN COORDINATES (ANGSTROEM)
C: -1.41047 -0.09642 -0.09371
O: 1.40694 1.49837 0.57319
H: -1.47582 0.57589 0.72523
H: -1.08212 0.14741 -1.04071
S: 2.25937 0.32757 0.35728
O: 2.61829 0.13003 -1.05576
C: -1.76727 -1.45842 0.16551
O: -0.54891 -1.12444 0.36897



No. 2
# C10H16O

A 2-piece molecular cluster, C10H16O overall in a non-equilibrium geometry (ωB97M-V/def2-TZVPD, the Open Molecules 2025 dataset).

LUMO: 0.86 eV
SMILES: CCc1ccc(O)cc1.CC
ΔE to the lowest compared entry with this formula, charge and spin: 107.3 kJ/mol
energy: -465.85692 hartree

CARTESIAN COORDINATES (ANGSTROEM)
C: -0.23210 -0.27912 2.33710
H: 1.84615 -1.85452 0.20944
O: -0.25936 0.21049 3.61930
H: -0.18041 3.89905 -1.88190
H: 1.81151 -0.98605 2.55848
H: -0.82819 -1.36890 -2.25064
H: 1.02776 2.05863 -1.12519
C: 0.95648 -0.86925 1.91355
H: -0.15649 4.61417 -0.22391
H: 0.12049 -3.71267 -1.02048
H: 0.86764 -1.08658 -2.16468
H: -0.25221 -3.58233 -2.71498
H: -2.06852 -0.49450 -0.51750
C: 0.98433 -1.35238 0.62877
C: -1.27019 -0.67604 0.19376
C: -0.28852 3.70583 -0.81341
C: 0.38161 -3.16654 -1.92728
C: -0.08463 -1.25943 -0.26461
H: 1.44158 -3.36058 -2.07441
C: 0.06789 -1.66855 -1.70436
H: -1.34845 3.50220 -0.60245
H: 1.42693 3.07263 0.31470
C: -1.32191 -0.20959 1.49749
H: -1.10626 0.05929 4.05399
C: 0.64751 2.58588 -0.26527
H: -2.22389 0.27361 1.86107
H: 0.04125 1.94524 0.36341



No. 3
# C20H46OP4RhS

C20H46OP4RhS as an isolated structure in a non-equilibrium geometry (ωB97M-V/def2-TZVPD, the Open Molecules 2025 dataset).

LUMO (spin up / spin down): -7.26 / -11.52 eV
multiplicity: 5
ΔE to the lowest compared entry with this formula, charge and spin: 0.0 kJ/mol
energy: -2738.09343 hartree
expectation value of S²: 6.03
net charge: +3

CARTESIAN COORDINATES (ANGSTROEM)
H: -0.13412 -4.53626 3.08176
P: 0.30162 -1.74094 -1.67086
H: -2.95534 -1.65786 1.52238
C: -2.84034 2.00699 0.42091
H: -0.53575 3.72516 -0.65288
H: 0.24325 2.54333 1.17013
C: 5.02387 5.25074 -2.10558
H: 2.65224 -1.90443 1.59169
C: -1.22724 1.80458 -2.99980
C: 0.35106 3.43144 -1.23177
H: 2.31113 1.61223 0.06960
H: 2.24933 0.19117 1.23367
H: -2.59262 2.63725 -0.44044
H: 2.15973 -2.89284 -2.70651
H: -2.13287 2.16706 -2.49157
C: 1.69198 0.97108 0.70123
H: 1.60111 0.47362 -3.40868
H: 4.20354 3.85616 -3.82081
H: 1.17230 -2.45365 4.60174
H: 0.21950 -3.73660 -0.24463
H: 1.81697 2.24278 -3.53935
H: -3.92419 2.03287 0.58810
P: 0.17647 1.70143 -1.82390
C: 2.07421 -2.05442 -2.00245
O: -0.28733 -1.35543 1.44930
H: -3.21967 -1.49805 -1.23794
H: -1.57245 -1.44513 -3.18399
H: 1.23995 3.53421 -0.59471
P: 0.43438 -2.33291 2.36824
H: 1.93849 -3.33379 0.76410
P: -2.34954 0.26826 0.17078
H: -0.95694 2.51428 -3.79308
C: -3.03088 -0.56923 1.64515
H: 8.40987 5.44229 -2.45998
H: 1.38908 -0.79779 3.94168
H: -2.46634 -0.26937 2.53692
H: -1.57065 -3.45174 2.95576
H: -0.85011 -4.14734 1.47248
H: 2.55756 -1.17283 -2.43898
H: -1.39563 -3.28323 -0.86679
C: 7.28386 6.37687 -0.87246
H: -0.07839 -0.73370 -3.87847
C: -0.63255 -3.76886 2.47862
C: 6.01113 6.59397 -0.33374
H: -4.42798 -0.21399 -0.92837
H: 0.45537 4.10889 -2.09231
H: -0.30745 -2.50192 -3.86715
C: 4.87986 6.04277 -0.94940
Rh: -0.04385 0.12737 -0.27882
H: 2.52051 -3.47790 2.44417
C: -0.48887 -1.57468 -3.30888
H: 3.88416 6.21340 -0.53969
H: -2.32811 2.39571 1.31067
H: -0.21152 -4.08885 -1.93766
C: 0.71018 -1.65885 4.00302
H: 5.88859 7.18854 0.56544
C: 7.42549 5.61112 -2.03495
C: -0.32958 -3.36596 -1.11870
C: 2.03539 -2.80490 1.71905
H: 6.40587 4.46255 -3.56484
C: 6.29983 5.05512 -2.65631
H: 0.19070 1.08076 2.27535
H: -0.24842 -1.36696 4.44964
H: -4.08389 -0.28991 1.77028
S: 3.59489 4.52555 -2.81375
H: -3.14207 0.04965 -2.13882
H: 2.55760 1.35061 -2.18053
C: 0.51074 1.49632 1.31137
H: -1.43828 0.82743 -3.45253
H: 8.15869 6.80305 -0.38865
C: -3.37655 -0.41133 -1.17304
H: 2.59407 -2.31278 -1.07022
C: 1.67901 1.40914 -2.83885



No. 4
# C4H4O

A 2-piece molecular cluster, C4H4O overall in a non-equilibrium geometry (ωB97M-V/def2-TZVPD, the Open Molecules 2025 dataset).

LUMO (spin up / spin down): 0.89 / -0.34 eV
multiplicity: 3
ΔE to the lowest compared entry with this formula, charge and spin: 281.2 kJ/mol
energy: -229.77153 hartree
expectation value of S²: 2.01

CARTESIAN COORDINATES (ANGSTROEM)
C: 2.01801 -0.49460 -0.24971
C: -0.35747 0.58328 0.15454
C: -1.47551 0.13981 -0.64897
H: -2.06694 0.28742 -1.65605
H: 0.16946 1.58749 0.45422
C: -1.52140 -0.19171 0.67162
H: -1.92410 -0.68888 1.51297
H: 2.29439 -1.60855 0.00875
O: 2.86357 0.38574 -0.24737



No. 5
# C2H6N2O

One molecule with the formula C2H6N2O in a non-equilibrium geometry (ωB97M-V/def2-TZVPD, the Open Molecules 2025 dataset).

LUMO: 0.84 eV
SMILES: NC(N)=CO
ΔE to the lowest compared entry with this formula, charge and spin: 247.0 kJ/mol
energy: -264.49324 hartree

CARTESIAN COORDINATES (ANGSTROEM)
H: 1.24182 -1.67116 0.36049
H: 2.13105 0.30148 -0.75433
N: 1.44480 0.73973 -0.15386
C: -0.94384 0.61505 0.25529
H: -0.97721 1.64116 0.58975
H: -2.10631 -0.69509 -0.55195
N: 0.31767 -1.34940 0.09594
O: -2.18279 0.20492 -0.21866
H: 1.29995 1.71778 -0.36240
H: -0.47294 -1.54070 0.78482
C: 0.24778 0.03622 -0.04510



No. 6
# C41H78IO2P

A 4-piece molecular cluster, C41H78IO2P overall in a non-equilibrium geometry (ωB97M-V/def2-TZVPD, the Open Molecules 2025 dataset).

LUMO: 0.40 eV
SMILES: CCP(CC)[C@@H]1[C@@H](CCC(C)C)C(=O)O[C@]1(Cc1ccccc1)C[C@H](C)I.CCCCCC.CCCCCC.CCCCCC
energy: -2398.54647 hartree

CARTESIAN COORDINATES (ANGSTROEM)
C: 5.34469 6.86549 7.47197
C: 5.49325 5.42034 7.93963
H: 2.08126 0.62926 -3.23372
H: -6.65121 -3.27230 -0.22551
H: -3.33890 -2.83978 -4.17548
C: -7.50555 -3.91461 0.00857
C: -2.44348 1.58499 1.32167
H: 5.17648 1.71712 -4.90810
H: -2.49814 -3.81195 1.38625
H: -0.57042 -3.50937 -6.94801
H: -7.49516 -3.23471 2.03755
H: -2.78891 -0.50724 -2.65047
H: -1.75318 -4.74271 -0.49760
H: 1.04350 0.84684 3.86890
H: 4.08269 8.14476 6.29541
H: -4.87156 -5.07787 -1.92706
H: 3.82627 1.51499 -6.02450
C: 5.65025 8.02445 3.91411
H: -7.44976 -4.84096 -1.92421
H: 3.75913 4.00243 2.89693
C: -3.76593 2.51863 -0.47284
O: -0.14092 -1.20788 -0.90709
H: -4.38812 3.30697 -0.86523
P: -1.08955 -2.01202 -4.76462
H: 4.22124 5.22431 5.40614
H: -2.72879 -1.98371 -7.04669
C: -2.19356 0.45306 0.54053
C: -3.23651 2.61616 0.80941
H: -3.92519 1.31826 -2.23024
C: -1.27267 -3.11380 -1.75389
H: 1.53210 3.24182 3.54495
H: 0.95735 -4.15872 -6.37984
H: -3.33791 -1.57151 -1.41289
H: -6.30314 -6.46800 0.39927
H: 4.27728 1.16923 1.86861
H: 5.19204 7.50475 8.34558
H: -2.01055 1.63990 2.30606
C: 4.10107 -0.13389 -4.64280
H: -8.39606 -3.33438 -0.25227
C: 4.27615 6.29731 5.19875
H: -8.72136 -5.12014 3.05520
C: -3.35568 -2.47668 -6.31032
H: -9.66128 -4.45103 1.72097
I: 0.67313 -4.24426 0.34983
H: -2.94897 -2.48891 0.35225
H: 5.72290 8.71227 4.75791
H: 0.49588 -3.77900 -4.18738
C: 4.65110 -0.41596 -3.22687
C: -1.30138 -3.76839 -0.36254
H: -1.58455 -0.33607 0.95027
H: 6.31564 5.32702 8.65023
H: 5.26173 2.58057 1.56292
H: -8.78068 -5.96905 1.51583
C: -3.49596 1.38582 -1.23829
C: -1.18523 -1.58623 -1.80896
H: 2.52964 0.38774 3.07070
H: 2.78188 -1.79603 -4.63395
C: 1.02470 1.17138 1.74582
H: 6.42521 6.29641 4.94195
H: 3.39570 6.52936 4.59075
H: 3.54459 1.94693 -4.34477
C: -2.92313 -2.12337 -4.88504
C: 3.40144 3.03913 2.51590
H: 6.26401 1.22832 3.37008
H: 6.54194 8.16340 3.30123
O: 1.87548 -0.28482 -0.94950
H: 4.75399 -0.65541 -5.34268
C: -8.74004 -4.97969 1.97379
H: 0.21725 1.90518 1.74847
C: -7.46533 -5.16121 -0.87741
H: 6.27854 7.19889 7.01126
H: 0.59428 0.19594 1.52040
H: -4.75138 -4.57684 -0.23391
H: -3.43963 3.48459 1.41983
C: -2.70503 0.32886 -0.74772
H: -0.38567 -3.48741 -2.25177
C: -4.93001 -5.42862 -0.89339
H: 2.94121 3.25153 1.54695
C: 5.53234 6.57455 4.37521
H: 5.51687 5.92587 3.49477
H: -4.11966 -6.14272 -0.73405
C: -0.40841 -3.72140 -4.78415
H: 4.79566 1.34903 4.33181
H: 3.24729 6.78965 7.01300
H: -0.85646 -0.09901 -3.38134
C: 0.98374 -0.78605 -1.53357
C: 0.88394 -1.12892 -3.01924
H: 0.90263 0.38875 -4.52057
H: -1.45378 -2.43778 1.34341
C: 4.60102 2.11915 2.30189
H: 3.87269 -0.79809 -2.57418
C: 4.17652 7.07658 6.51065
H: 1.33979 -2.11888 -3.07333
H: 5.06847 0.47012 -2.76089
H: 4.58265 5.07680 8.43465
C: 1.74784 1.15201 3.08880
C: -6.27841 -6.08910 -0.62574
H: -6.37822 -6.96256 -1.27500
C: -7.51780 -4.19209 1.51070
C: -0.62070 -1.14779 -3.20469
C: 2.70561 -0.72326 -4.81330
H: -0.43680 -5.20103 -6.39007
H: 1.70181 1.42106 0.93069
C: 4.16246 1.33766 -5.00422
H: 2.76160 2.43249 4.48545
H: 5.75997 2.79492 4.00802
H: -3.29149 -1.12568 -4.66760
H: 5.70124 4.74588 7.10759
H: -4.36793 -2.10523 -6.45492
H: 4.78418 8.31287 3.31491
C: 1.63171 -0.10946 -3.88945
H: -6.60769 -4.72203 1.80529
H: -8.39109 -5.72932 -0.75268
H: -3.37417 -3.54905 -6.47550
C: -2.54579 -0.86624 -1.66067
C: 2.33969 2.50521 3.47830
H: -1.10960 -4.40436 -4.30056
C: 5.39759 1.85805 3.57746
H: 2.36810 -0.63437 -5.84477
H: 5.40544 -1.19534 -3.28074
C: -0.11740 -4.17755 -6.22493
H: -2.17213 -3.42579 -2.28388
C: -2.09787 -3.04742 0.72220